Density functional theory data (ωB97M-V/def2-TZVPD) for 6 unconnected molecules or ions with the total composition C15H24Cl6O9.

Positions of all 54 atoms, in Å:
Cl 4.604 -6.212 7.013
Cl 0.288 -1.446 -7.876
Cl -6.390 2.706 -0.482
Cl 2.710 -4.564 5.230
Cl 0.548 2.065 -5.268
Cl -3.596 3.892 -1.913
O -4.603 -5.580 -3.210
O -3.901 -4.143 -4.702
O -0.105 0.043 -0.058
O 3.329 7.837 3.713
O -0.180 -1.730 -1.686
O 3.477 5.574 3.544
O 1.722 -1.191 -0.540
O -5.803 -3.724 -3.516
O 3.934 6.702 5.401
C -4.477 2.450 -2.363
C 2.135 -5.661 6.501
C -5.009 1.731 -1.051
C -4.885 -4.444 -3.826
C 3.511 6.628 4.146
C -3.069 -5.243 -4.834
C 2.078 -0.430 0.624
C 0.437 -1.052 -0.819
C 0.842 1.090 -6.788
C 3.613 8.796 4.686
C 0.211 -0.261 -6.568
C 1.010 0.666 0.648
C 3.072 -5.468 7.610
C -3.382 -5.966 -3.540
C 4.103 7.980 5.918
H 3.438 8.064 6.777
H 4.287 9.577 4.334
H -5.450 0.831 -1.480
H -2.707 -5.654 -2.743
H 2.698 -6.058 8.446
H 1.922 0.990 -6.901
H 3.114 -0.093 0.608
H -4.246 1.407 -0.343
H -5.304 2.616 -3.054
H 2.029 -6.655 6.068
H 1.268 1.611 0.170
H 0.656 -0.814 -5.741
H -3.754 1.812 -2.872
H 1.124 -5.371 6.788
H 2.587 9.150 4.782
H 1.963 -1.026 1.529
H -3.169 -7.035 -3.523
H 5.146 8.255 6.075
H 0.622 0.949 1.627
H -2.067 -4.818 -4.901
H -0.849 -0.129 -6.352
H -3.183 -5.836 -5.741
H 0.380 1.669 -7.588
H 3.271 -4.487 8.040

Atoms 1-3, force components in eV/Å:
0.34 0.13 0.80
0.24 0.10 -0.84
0.36 -0.18 0.65

Summary:
**HOMO energy**: -10.3 eV
**Energy relative to the best compared isomer or geometry (same formula, charge and spin)**: 260.4 kJ/mol
**SMILES string**: O=C1OCCO1.O=C1OCCO1.O=C1OCCO1.ClCCCl.ClCCCl.ClCCCl

Electronic structure analysis, natural (NBO) charges in units of e: -0.073 -0.056 -0.057 -0.066 -0.081 -0.047 -0.467 -0.476 -0.504 -0.475 -0.594 -0.592 -0.474 -0.575 -0.495 -0.399 -0.394 -0.386 0.962 0.972 -0.100 -0.102 0.973 -0.354 -0.103 -0.404 -0.102 -0.379 -0.100 -0.093 0.200 0.200 0.217 0.174 0.217 0.220 0.215 0.231 0.222 0.237 0.193 0.229 0.219 0.221 0.195 0.190 0.197 0.191 0.206 0.204 0.222 0.181 0.225 0.238